Entry 1:
Here is a cluster of 15 separate species, C17H64N12O15 in total at a distorted geometry from the OMol25 dataset. Energies are from the ωB97M-V functional and the def2-TZVPD basis.

## Properties
HOMO-LUMO gap: 8.6 eV
Maximum force: 10.32 eV/A
HOMO level: -8.62 eV
Relative energy (zero: lowest compared OMol25 entry of this formula, charge and spin): 139.79 kJ/mol
Energy: -2471.61572 a.u.

```
108
Properties=species:S:1:pos:R:3:forces:R:3:mulliken_charge:R:1
O -1.54014 3.66981 -3.95135 -0.98 1.20 -1.10 -0.652
O 3.86763 -0.22400 -0.17378 -0.20 -0.84 -2.80 -0.476
O 0.69705 0.99245 2.40425 0.06 -0.99 -0.83 -0.326
O 4.08467 3.36216 -2.48590 -0.42 0.88 1.07 -0.685
O -3.50859 1.29691 2.77459 -2.14 -6.82 -2.53 -0.670
O -3.31376 3.96770 1.53460 -0.29 1.02 0.18 -0.658
O -1.80720 1.35375 -1.25410 3.79 -3.86 3.47 -0.645
O -2.20594 -4.72904 0.85288 -0.45 0.87 1.18 -0.586
O 0.63432 1.68988 -3.28385 -0.89 -3.76 -5.72 -0.022
O 0.16124 3.98473 -1.75156 6.45 0.20 3.44 -0.786
O -3.47863 -0.53240 -2.60645 -2.76 -1.88 0.53 -0.655
O 0.79085 -4.15006 4.96006 -3.79 -1.53 -4.33 -0.746
O 3.08318 -1.02695 -3.08505 -1.35 0.03 0.27 -0.716
O -0.43734 -1.21089 3.30086 -0.26 0.33 0.12 -0.408
O 0.83615 -1.98503 0.72123 5.31 -1.87 2.96 -0.152
N -1.22891 -0.06617 0.56524 -3.30 -0.55 2.56 1.280
N -4.04823 -0.25557 1.00664 -1.22 0.82 -2.10 -0.485
N 0.33220 0.36312 -0.87447 2.52 -0.18 -1.09 2.059
N 1.55518 2.82228 -0.30737 2.70 -1.45 2.57 1.163
N 1.04238 -0.07273 -4.85559 3.84 -4.08 1.69 -0.167
N -0.40713 1.35636 -5.38595 -3.15 2.97 -1.47 -0.354
N -0.25263 -5.84208 3.77798 -0.04 -5.39 1.06 -0.369
N 2.41996 -3.50296 1.67051 -0.22 -3.07 -1.55 -0.243
N -0.62019 -3.80619 3.06631 -0.56 3.22 -1.04 0.177
N 2.27501 4.75479 -0.89325 4.51 3.27 1.13 -0.377
N -4.14116 -0.98855 3.16309 -0.32 -0.48 0.84 -0.249
N 2.51572 -1.35135 2.13783 3.08 5.04 3.12 0.037
C 1.28090 -2.60663 -2.91735 -1.67 0.22 -2.54 -1.025
C -1.37750 -1.07676 4.33921 0.02 0.90 0.99 -1.019
C -3.89214 0.01545 2.31744 0.92 6.50 2.63 0.133
C -2.14553 3.64369 0.78091 -1.83 -3.11 2.34 -0.063
C -0.05874 -4.57581 3.96863 4.60 3.23 4.07 0.552
C 0.91066 2.17048 4.42571 -1.92 1.60 -0.99 -1.453
C 0.40716 0.97808 -4.46965 1.19 3.64 5.29 0.056
C 3.76237 2.04090 -2.87200 -0.26 0.67 0.99 -0.449
C -2.34451 -1.06339 -3.19622 -1.18 0.56 -0.53 -0.489
C -2.24371 -3.38236 0.41337 -0.16 1.38 1.72 -0.308
C 1.36167 3.85462 -1.03769 -9.49 0.57 -4.01 0.172
C 0.17188 2.11936 3.06610 0.97 1.13 0.76 -0.088
C 2.53422 -2.13070 -2.35356 1.16 0.34 0.45 0.291
C 1.98025 -2.29161 1.51264 -7.53 -0.58 -4.38 -0.449
C -0.92781 0.56623 -0.53993 -3.52 3.31 -4.36 1.304
C 3.96264 0.87921 0.58327 0.49 0.26 3.24 -0.249
C -2.64144 2.84128 -3.88430 -0.43 -2.98 0.25 -0.621
H 2.13301 5.69445 -1.19246 -0.24 0.31 -0.37 0.250
H -2.49875 -1.94984 -3.78475 -0.29 -0.60 0.29 0.520
H 0.83057 -3.28150 -2.24433 -0.41 -1.18 0.72 0.399
H 2.45603 2.78856 0.19713 -1.30 -0.35 -0.49 -0.153
H -3.48305 2.98098 -3.17097 0.74 0.81 -0.06 0.270
H 3.26522 2.10312 -3.78987 -1.28 -0.32 -1.33 0.355
H 1.91409 -4.19005 1.10595 0.38 0.30 0.56 0.282
H -2.33972 3.68545 -0.22514 -0.24 0.20 -2.51 0.305
H 3.68357 -0.94737 0.39461 -0.35 -0.96 0.56 0.331
H 1.00491 2.02134 -0.39180 -0.87 -1.32 -0.13 -1.042
H 0.39054 2.94780 2.40554 -0.09 0.69 0.17 0.279
H 0.51695 2.97002 5.06992 0.07 -0.19 -0.26 0.429
H -1.04582 -4.06743 2.16643 0.55 -0.74 1.22 0.363
H -3.09870 2.71307 -4.86987 -0.04 0.48 -0.16 0.442
H 2.03211 -0.46959 2.17625 -0.34 0.38 -0.15 0.054
H 3.29872 -2.84508 -2.39351 0.98 -1.75 -0.23 0.715
H -1.05877 -6.18454 3.25652 0.50 0.29 0.22 0.206
H 1.96582 2.27974 4.36828 0.90 -0.04 -0.35 0.329
H 3.14037 1.55838 -2.10630 0.25 -0.23 -0.45 -0.099
H 1.30301 -3.03968 -3.95071 0.41 0.08 0.86 0.307
H -2.24265 -0.06999 0.82375 1.69 0.01 -0.48 -0.951
H -0.77882 0.84504 -6.14528 0.37 -1.00 -0.48 0.188
H 1.71705 -0.40484 -4.14448 -0.23 0.04 -0.98 -0.018
H 2.34425 -2.08145 -1.27614 0.17 1.41 0.06 -0.379
H 3.39076 -1.31880 2.67536 -0.75 -0.86 -0.34 0.281
H -1.33785 4.23677 1.04280 1.47 1.34 0.63 0.331
H 4.66874 1.52346 -3.08150 0.94 -0.57 0.30 0.473
H 3.27424 3.79762 -2.10384 1.35 -0.66 -1.07 0.446
H -2.31964 -2.67938 1.28618 0.88 -0.86 -0.17 -0.348
H 4.38928 1.69092 0.13635 1.48 1.85 -2.17 0.649
H -3.24682 0.31475 -2.27083 0.68 1.34 0.69 0.311
H -4.02393 -1.94150 2.84218 -0.30 0.19 0.23 0.172
H -0.41590 -2.77900 3.13051 0.05 -1.29 -0.06 0.072
H -0.97280 2.13719 -5.18253 -0.40 1.32 0.40 0.321
H -1.96182 2.57166 1.05340 0.54 0.81 -0.53 -0.300
H -3.79187 3.16563 1.77431 0.44 -0.11 0.04 0.367
H 3.96481 -0.83237 -2.78991 0.45 0.18 0.44 0.292
H 0.88228 -0.68182 -5.66370 -0.19 0.98 0.62 0.238
H -4.55039 -1.10846 0.66412 0.69 1.27 0.75 0.232
H 3.14798 4.60811 -0.27435 -2.29 0.32 -1.45 0.231
H 3.06439 1.31270 0.98245 -1.00 -0.58 0.52 -0.512
H 0.71921 0.77106 -1.71972 -0.49 0.21 -0.83 -0.411
H -0.87232 -0.79950 5.24395 0.46 0.11 0.74 0.353
H 0.94931 -0.32142 -0.40758 -1.03 0.23 -0.02 -1.169
H -4.20006 0.59223 0.38281 0.65 -1.50 1.08 0.166
H 0.18014 -6.50907 4.46528 -0.82 1.26 -1.10 0.280
H 4.64436 0.67636 1.41139 -0.01 0.20 0.55 0.426
H -1.58220 -1.04958 -2.51060 2.17 -1.03 1.76 -0.114
H 0.08822 0.83041 1.65322 0.15 -0.16 0.17 -0.088
H -2.09335 -0.29331 -3.82223 1.47 1.51 -2.54 0.225
H -1.90679 -1.98057 4.60258 0.01 -0.50 -0.55 0.456
H 0.52496 -1.82435 -3.01759 0.21 0.29 0.28 -0.135
H -0.66512 -0.82251 0.93385 0.31 -0.16 -0.22 0.066
H -0.94382 3.47266 -3.24256 0.99 -0.23 1.22 0.454
H 2.92030 -3.85693 2.46640 0.01 0.33 0.23 0.244
H -1.35432 -3.13820 -0.14887 -0.02 0.36 -0.35 0.293
H -2.06967 -0.27171 4.13888 -0.25 0.14 -0.21 0.276
H -0.91418 2.04657 3.16529 0.03 -0.07 0.23 0.178
H -2.26599 1.80219 -3.64526 -0.57 0.81 0.03 0.020
H -2.05417 -5.21509 0.07398 0.27 -1.30 -1.32 0.328
H 0.07966 -0.38022 3.30598 0.01 -0.32 -0.51 -0.141
H -4.29473 -0.81715 4.16321 0.54 -0.01 -1.00 0.359
H -3.17858 -3.09600 -0.00508 -0.72 -0.32 -1.49 0.405
H 0.63161 1.25806 4.84899 -0.02 -1.55 1.24 0.308
```
Positions in Å, forces in eV/Å.

Entry 2:
Here is a structure of composition C8H11N3O4 at a distorted geometry from the OMol25 dataset. Energies are from the ωB97M-V functional and the def2-TZVPD basis.

## Properties
HOMO-LUMO gap: 8.7 eV
Maximum force: 5.73 eV/A
HOMO level: -9.34 eV
Relative energy (zero: lowest compared OMol25 entry of this formula, charge and spin): 877.90 kJ/mol
Energy: -776.39152 a.u.

```
26
Properties=species:S:1:pos:R:3:forces:R:3:mulliken_charge:R:1
O 3.88657 -1.31070 -0.11984 0.29 -0.56 0.32 -0.571
O 2.73150 1.89883 -1.36828 -0.16 -0.16 -0.31 -0.658
O 2.27810 -2.15474 1.11581 1.24 -0.32 -0.34 -0.619
O 3.32502 1.78222 0.68033 0.36 -0.16 0.75 -0.621
N 2.55162 1.53305 -0.21372 1.52 1.44 -0.78 1.117
N 2.74194 -1.58747 0.13067 -1.09 1.43 0.20 1.128
N 0.60223 -1.70312 -0.67693 -3.42 -0.01 -0.60 -0.210
C 1.39541 0.79955 0.05683 -2.49 -5.15 0.15 0.555
C 1.03607 0.56878 1.52316 2.55 1.79 3.04 -0.509
C -0.63459 -1.08947 -1.27441 1.03 0.88 -0.63 -1.070
C -1.06333 0.29651 -0.54978 0.11 -0.98 -0.69 0.610
C 0.16566 1.22157 -0.73123 0.48 -0.50 -0.01 -1.734
C 1.69086 -0.94824 -0.74455 2.47 2.82 0.51 -0.814
C -0.35753 0.28155 1.85094 -1.19 0.06 -0.09 -0.385
C -1.26380 0.02932 0.92256 -0.77 0.74 0.54 -0.797
H -2.06333 0.77967 -0.94126 2.18 -1.08 0.29 0.372
H 1.59524 -0.32179 1.99307 -0.17 1.69 -0.63 0.281
H 1.28552 1.57024 2.19717 -0.03 -2.50 -1.78 0.352
H -1.34609 -1.84068 -1.16006 -1.59 -1.04 0.47 0.463
H 2.11733 -0.75116 -1.74532 -0.22 0.17 0.56 0.506
H -2.21628 -0.12758 1.40787 -0.67 -0.27 -0.93 0.346
H 0.46235 -1.96944 0.28987 -0.30 -0.29 0.07 0.426
H -0.49475 -1.07215 -2.39953 0.05 0.69 1.25 0.380
H -0.76204 0.34765 2.89118 1.09 -0.36 -0.77 0.375
H 0.48350 1.30819 -1.74730 -0.18 0.04 -0.85 0.471
H 0.05847 2.19627 -0.35471 -1.09 1.65 0.27 0.607
```
Positions in Å, forces in eV/Å.

Entry 3:
Here is the molecule C2H4N6 at a distorted geometry from the OMol25 dataset. Energies are from the ωB97M-V functional and the def2-TZVPD basis.

## Properties
HOMO-LUMO gap: 9.0 eV
SMILES: [H]/N=C\n1nn/c(=N\[H])[nH]1
Maximum force: 3.30 eV/A
HOMO level: -9.29 eV
Relative energy (zero: lowest compared OMol25 entry of this formula, charge and spin): 166.49 kJ/mol
Energy: -407.05350 a.u.

```
12
Properties=species:S:1:pos:R:3:forces:R:3:mulliken_charge:R:1
N -0.66956 0.27364 0.00514 1.74 0.65 0.03 0.709
N 2.54403 -0.96843 -0.00743 0.04 0.68 -0.10 -0.613
N 0.19931 -0.80454 -0.03818 -0.46 -0.37 -0.68 -0.430
N -2.81601 -0.74330 -0.04589 0.96 1.08 -0.11 -0.614
N 1.32752 1.13705 0.00444 -0.19 -0.22 -0.57 -0.336
N 0.10081 1.37174 -0.04241 -1.20 1.37 0.47 -0.483
C 1.49754 -0.26710 -0.00522 -0.47 -0.46 -0.05 0.399
C -2.07314 0.30083 0.05153 0.46 -3.24 -0.43 0.137
H -2.40478 1.28162 0.23053 -0.67 1.12 0.14 0.402
H 0.05156 -1.46561 0.67811 -0.42 -1.04 0.82 0.272
H -2.28561 -1.60598 -0.27642 -0.25 0.75 0.29 0.261
H 3.28981 -0.27552 -0.03978 0.46 -0.32 0.19 0.296
```
Positions in Å, forces in eV/Å.

Entry 4:
Here is a cluster of 2 separate species, C5H15NOP in total at a distorted geometry from the OMol25 dataset. Energies are from the ωB97M-V functional and the def2-TZVPD basis.

## Properties
HOMO-LUMO gap (alpha / beta): 6.3 / 9.3 eV
Net charge: +1
Maximum force: 4.83 eV/A
HOMO level (alpha / beta): -10.65 / -12.27 eV
Relative energy (zero: lowest compared OMol25 entry of this formula, charge and spin): 559.11 kJ/mol
Energy: -670.39477 a.u.

```
23
Properties=species:S:1:pos:R:3:forces:R:3:mulliken_charge:R:1
P -1.72098 -1.69290 0.75200 2.54 1.42 -1.26 -0.177
O -0.21937 -3.56449 -0.53140 -0.90 -1.81 -2.85 -0.404
N 0.30867 1.16404 -0.14371 4.43 -1.31 1.41 0.048
C 0.33292 -0.14477 -0.78097 0.20 -1.46 -0.25 -0.994
C 1.32553 2.05205 -0.88486 1.38 -1.36 1.38 -0.833
C 0.76445 0.97848 1.32484 0.48 -0.21 -0.87 -0.658
C -0.20568 -2.75323 0.45407 -0.42 1.87 1.08 -0.147
C -0.98431 1.72042 -0.17249 -2.56 2.15 0.33 -0.782
H 0.42134 -4.29610 -0.60544 0.05 0.63 0.51 0.378
H 0.04324 0.24490 1.70778 0.50 0.10 0.10 0.199
H -0.95490 2.82057 0.21415 -0.19 -1.91 -1.21 0.339
H -1.39255 1.50422 -1.16947 0.08 1.17 0.05 0.363
H 1.29297 -0.62490 -1.03762 -0.48 0.84 0.36 0.381
H -0.41560 -0.11961 -1.53590 -0.34 -0.66 -0.72 0.434
H 1.67480 2.84341 -0.19183 -0.95 0.25 -0.89 0.344
H -1.68344 1.16560 0.45271 0.39 -0.06 0.41 0.348
H 1.86588 0.52983 1.30221 -2.44 1.47 0.36 0.329
H 0.51069 1.96514 1.79184 1.15 -0.88 -0.02 0.381
H 0.84629 2.20170 -1.82601 0.00 1.12 -0.55 0.423
H 0.57950 -2.99325 1.13488 0.38 0.68 1.03 0.516
H -2.47282 -2.56422 1.37173 -1.85 -2.24 1.20 0.083
H 2.28911 1.48649 -1.07016 -1.36 0.16 0.23 0.337
H -2.20575 -1.92339 -0.55635 -0.09 0.03 0.18 0.091
```
Positions in Å, forces in eV/Å.

Entry 5:
Here is the ion C3H4N3S3 with charge +1 at a distorted geometry from the OMol25 dataset. Energies are from the ωB97M-V functional and the def2-TZVPD basis.

## Properties
HOMO-LUMO gap (alpha / beta): 5.6 / 5.6 eV
Net charge: +1
Maximum force: 4.58 eV/A
HOMO level (alpha / beta): -11.99 / -11.99 eV
Relative energy (zero: lowest compared OMol25 entry of this formula, charge and spin): 0.00 kJ/mol
Energy: -1475.17665 a.u.

```
13
Properties=species:S:1:pos:R:3:forces:R:3:mulliken_charge:R:1
S -1.88835 -1.45575 0.00909 -0.91 1.84 0.33 -0.020
S 2.07402 0.44722 -0.01157 0.37 -0.51 0.19 0.289
S -4.61484 0.04825 -0.12086 0.58 -0.47 0.21 -0.255
N 3.67435 -0.18505 0.12546 -2.88 0.38 0.55 -0.471
N -0.96648 1.00450 0.07647 2.29 -1.27 0.00 -0.452
N -2.26978 1.16018 0.06630 1.22 -0.43 -0.12 0.029
C -2.99042 0.01735 0.03508 -2.90 -1.00 -0.78 0.232
C -0.65544 -0.26004 0.08235 4.57 -0.30 0.08 0.445
C 0.96749 -0.73647 0.12799 -2.77 0.64 0.53 -0.050
H 1.20894 -1.82539 0.34457 -0.32 1.46 -0.50 0.327
H 3.77333 -0.91207 -0.55438 0.79 -0.32 -0.47 0.320
H 4.26546 0.62699 0.05761 0.60 -0.02 -0.32 0.318
H -2.57829 2.07028 -0.23811 -0.65 0.01 0.29 0.286
```
Positions in Å, forces in eV/Å.

Entry 6:
Here is a structure of composition C7H24N4O5Pt at a distorted geometry from the OMol25 dataset. Energies are from the ωB97M-V functional and the def2-TZVPD basis.

## Properties
HOMO-LUMO gap (alpha / beta): 4.9 / 6.3 eV
Spin multiplicity: 3
Maximum force: 4.45 eV/A
HOMO level (alpha / beta): -4.67 / -6.12 eV
<S²>: 2.033
Energy: -995.37987 a.u.

```
41
Properties=species:S:1:pos:R:3:forces:R:3:mulliken_charge:R:1
Pt 0.01966 -0.26230 0.42456 -0.80 1.47 -3.21 0.561
O -3.24372 -0.98011 0.52648 -1.46 1.04 2.34 -0.579
O 0.61392 0.24442 -2.42917 0.90 -0.64 -1.17 -0.550
O -1.14068 -1.95199 2.10539 -1.43 -1.82 1.52 -0.643
O 1.28183 -2.48967 1.93769 -0.96 0.03 1.36 -0.998
O 1.66892 2.39595 1.32561 0.71 0.55 0.06 -0.524
N -0.91997 0.59686 2.05479 0.03 0.49 1.10 -0.723
N 1.23158 -1.77076 0.85167 1.11 -0.12 -0.63 0.672
N -1.17364 1.22315 -0.55358 -0.64 0.76 0.08 -0.608
N 0.90692 -0.53605 -1.29492 0.56 -0.88 0.30 0.137
C 3.25013 -2.99559 0.25531 0.78 -0.60 -0.01 -1.527
C -2.30175 -1.89607 -1.06508 1.87 -2.29 -3.32 -1.096
C -2.10315 1.45154 1.70338 0.42 -0.17 0.75 -0.337
C 1.98772 -1.34538 -1.29403 -0.30 0.39 0.49 0.478
C 2.91753 -1.37387 -2.43040 0.91 -0.66 -0.51 -1.878
C -1.77826 2.19327 0.43141 0.40 -0.02 -0.76 -0.638
C 2.16217 -2.06432 -0.11492 -0.72 0.85 -0.01 0.445
H 3.90994 -1.58209 -2.03103 0.12 -0.05 -0.15 0.353
H -2.56931 -1.50768 1.02388 -0.54 0.41 0.13 0.316
H -0.14264 -2.29393 2.23002 -0.17 0.00 -0.32 0.366
H -2.26433 2.13405 2.55331 -0.19 0.00 -0.43 0.434
H -1.72966 -2.59608 2.56216 0.87 0.41 -0.28 0.199
H 3.53057 -3.73417 -0.51798 -0.37 0.28 0.22 0.344
H -2.67446 2.66547 -0.00661 0.37 -0.06 0.30 0.384
H -0.54757 1.74637 -1.16349 0.08 -0.19 0.11 0.331
H 2.42745 2.57929 1.91295 -0.51 -0.15 -0.39 0.253
H -2.98013 0.81840 1.55292 0.38 0.10 0.15 0.198
H -0.99180 2.94608 0.59123 -0.40 -0.09 0.15 0.319
H 1.11053 -0.22235 -3.16050 -0.99 0.83 0.94 0.317
H -1.89514 0.88579 -1.21132 0.45 -0.36 0.76 0.251
H 3.02196 -0.46177 -3.02922 -0.22 0.04 0.28 0.572
H 4.18891 -2.46084 0.49408 -0.31 -0.08 0.06 0.267
H 2.68521 -2.19649 -3.11099 0.03 -0.02 -0.22 0.300
H 2.90508 -3.51005 1.16762 0.38 0.07 -0.51 0.384
H -3.05342 -1.27962 -1.51441 -0.34 -0.26 -0.23 0.345
H -2.53719 -2.86360 -0.60331 -0.31 0.65 -0.14 0.343
H -1.44770 -2.06115 -1.76613 -0.15 0.45 0.71 0.327
H -0.15196 1.21280 2.32220 -0.17 0.06 0.31 0.336
H -4.16404 -1.13900 0.81683 0.83 -0.30 0.15 0.242
H 2.01141 2.57763 0.43227 -0.21 -0.29 0.47 0.287
H -1.11898 -0.05127 2.82317 -0.02 0.18 -0.44 0.341
```
Positions in Å, forces in eV/Å.

- The highest maximum force belongs to which entry?
  C17H64N12O15

- The lowest energy belongs to which entry?
  C17H64N12O15

- The highest energy belongs to which entry?
  C2H4N6